a | 2 unconnected molecules or ions with the total composition C3H7N4. Source: OMol25; level of theory: ωB97M-V with the def2-TZVPD basis set.

## Properties
E_HOMO (spin up / spin down), eV: -13.08 / -13.08
E_LUMO (spin up / spin down), Ha: -0.19992 / -0.19994
Charge: +1

Bonds (Å) are listed after each position.
Element x y z (Å)
1 C 1.639 0.751 0.443  C3 1.374, N4 1.144
2 C -1.016 0.325 -0.014  N5 1.301, N7 1.291
3 C 1.327 -0.585 0.520  C1 1.374, N6 1.326, H8 1.067
4 N 1.731 1.889 0.503  C1 1.144
5 N -2.052 -0.459 0.062  C2 1.301, H9 1.072, H10 1.032
6 N 1.614 -1.453 -0.441  C3 1.326, H11 1.050, H12 1.051
7 N -0.976 1.533 -0.469  C2 1.291, H13 1.147, H14 0.992
8 H 0.605 -0.834 1.264  C3 1.067
9 H -1.819 -1.481 0.285  N5 1.072
10 H -3.020 -0.240 -0.223  N5 1.032
11 H 1.227 -2.423 -0.325  N6 1.050
12 H 2.416 -1.211 -1.075  N6 1.051
13 H 0.038 2.056 -0.354  N7 1.147
14 H -1.712 2.132 -0.177  N7 0.992

---

b | A gas-phase ion, C3H7N4 (charge +1). Source: OMol25; level of theory: ωB97M-V with the def2-TZVPD basis set.

## Properties
E_HOMO, eV: -14.47
E_LUMO, Ha: -0.17279
Charge: +1
SMILES: C[C@H]1N=NNC=[NH+]1

Bonds (Å) are listed after each position.
Element x y z (Å)
1 C -1.543 -1.071 0.112  N6 1.356, N7 1.257, H8 1.067
2 C 0.208 0.479 0.576  C3 1.511, N4 1.404, N7 1.470, H9 1.226
3 C 1.174 1.085 -0.415  C2 1.511, H10 1.161, H11 1.144, H12 1.008
4 N -0.878 1.368 0.606  C2 1.404, N5 1.203
5 N -1.898 1.087 0.033  N4 1.203, N6 1.324
6 N -2.219 -0.075 -0.513  C1 1.356, N5 1.324, H13 0.986
7 N -0.374 -0.870 0.527  C1 1.257, C2 1.470, H14 1.015
8 H -2.049 -2.007 0.201  C1 1.067
9 H 0.704 0.459 1.697  C2 1.226
10 H 0.669 1.119 -1.461  C3 1.161
11 H 2.143 0.477 -0.447  C3 1.144
12 H 1.236 2.024 -0.053  C3 1.008
13 H -3.135 -0.172 -0.866  N6 0.986
14 H -0.002 -1.581 1.149  N7 1.015

---

c | A gas-phase ion, C3H7N4 (charge +1). Source: OMol25; level of theory: ωB97M-V with the def2-TZVPD basis set.

## Properties
E_HOMO, eV: -13.83
E_LUMO, Ha: -0.18610
Charge: +1
SMILES: [NH3+]N1CN=CC=N1

Bonds (Å) are listed after each position.
Element x y z (Å)
1 C -1.838 1.580 0.044  C2 1.463, N4 1.261, H8 1.080
2 C -1.236 1.242 -1.246  C1 1.463, N5 1.279, H9 1.077
3 C -0.090 0.438 1.147  N4 1.413, N6 1.481, H10 1.095, H11 1.099
4 N -1.344 1.087 1.094  C1 1.261, C3 1.413
5 N -0.118 0.621 -1.212  C2 1.279, N6 1.276
6 N 0.593 0.447 -0.167  C3 1.481, N5 1.276, N7 1.743
7 N 1.433 -1.055 -0.441  N6 1.743, H12 1.024, H13 1.023, H14 1.024
8 H -2.799 2.072 0.098  C1 1.080
9 H -1.754 1.332 -2.186  C2 1.077
10 H 0.564 0.976 1.841  C3 1.095
11 H -0.267 -0.570 1.547  C3 1.099
12 H 1.236 -1.332 -1.408  N7 1.024
13 H 1.176 -1.787 0.226  N7 1.023
14 H 2.422 -0.811 -0.345  N7 1.024

---

d | A gas-phase ion, C3H7N4 (charge +1). Source: OMol25; level of theory: ωB97M-V with the def2-TZVPD basis set.

## Properties
E_HOMO, eV: -15.17
E_LUMO, Ha: -0.14760
Charge: +1
SMILES: C[n+]1c[nH]nc1N

Bonds (Å) are listed after each position.
Element x y z (Å)
1 C -1.143 -0.293 -1.069  N5 1.337, N6 1.325, H8 1.115
2 C -0.078 0.609 0.537  N4 1.280, N6 1.313, N7 1.710
3 C 1.008 -1.329 -0.382  N6 1.423, H9 1.140, H10 1.151, H11 1.110
4 N -1.099 1.360 0.356  C2 1.280, N5 1.334
5 N -1.764 0.821 -0.668  C1 1.337, N4 1.334, H12 0.981
6 N -0.064 -0.396 -0.308  C1 1.325, C2 1.313, C3 1.423
7 N 1.046 0.808 1.809  C2 1.710, H13 0.987, H14 0.968
8 H -1.600 -0.920 -1.870  C1 1.115
9 H 1.278 -1.246 -1.486  C3 1.140
10 H 1.859 -0.908 0.268  C3 1.151
11 H 0.604 -2.250 0.087  C3 1.110
12 H -2.720 1.010 -0.780  N5 0.981
13 H 0.805 1.700 2.156  N7 0.987
14 H 1.868 1.034 1.348  N7 0.968

---

Most stable: d. Least stable: c.

---

a | 3 unconnected molecules or ions with the total composition C3H4N2S. Source: OMol25; level of theory: ωB97M-V with the def2-TZVPD basis set.

## Properties
E_HOMO (spin up / spin down), eV: -10.48 / -8.87
E_LUMO (spin up / spin down), Ha: -0.08667 / -0.13571

Bonds (Å) are listed after each position.
Element x y z (Å)
1 C 0.012 3.153 -0.966  N4 1.152
2 C -1.039 -1.084 0.930  C3 1.341, H7 1.034, H8 1.074
3 C -0.318 -1.941 0.192  C2 1.341, H9 1.116, H10 1.017
4 N -0.053 2.942 -2.097  C1 1.152
5 N 2.147 2.054 0.530  S6 1.454
6 S 2.339 1.125 -0.571  N5 1.454
7 H -0.787 -0.648 1.833  C2 1.034
8 H -1.995 -0.944 0.461  C2 1.074
9 H -0.926 -2.351 -0.650  C3 1.116
10 H 0.619 -2.307 0.338  C3 1.017

---

b | 2 unconnected molecules or ions with the total composition C3H4N2S. Source: OMol25; level of theory: ωB97M-V with the def2-TZVPD basis set.

## Properties
E_HOMO, eV: -8.85
E_LUMO, Ha: -0.01806

Bonds (Å) are listed after each position.
Element x y z (Å)
1 C 0.064 0.070 -0.310  C2 1.390, N8 1.347, N9 1.210
2 C -1.231 -0.434 -0.305  C1 1.390, C3 1.326
3 C -2.485 -0.624 0.082  C2 1.326, H7 1.216
4 H 2.599 1.118 1.067  no bonds
5 H 0.968 -1.626 -0.005  N8 0.943
6 H -0.453 1.921 -0.041  N9 0.988
7 H -3.685 -0.621 -0.113  C3 1.216
8 N 1.130 -0.697 -0.010  C1 1.347, H5 0.943, S10 1.739
9 N 0.263 1.258 -0.195  C1 1.210, H6 0.988
10 S 2.829 -0.365 -0.170  N8 1.739

---

Most stable: b. Least stable: a.

---

a | C3H4N2S in the gas phase. Source: OMol25; level of theory: ωB97M-V with the def2-TZVPD basis set.

## Properties
E_HOMO, eV: -9.75
E_LUMO, Ha: 0.02408
SMILES: [H]/N=C(/C#C)NS

Bonds (Å) are listed after each position.
Element x y z (Å)
1 C 0.350 -0.142 0.260  C2 1.472, N8 1.364, N9 1.215
2 C -0.414 -1.363 0.562  C1 1.472, C3 1.168
3 C -1.051 -2.313 0.799  C2 1.168, H7 1.120
4 H 0.140 2.977 -0.594  S10 1.376
5 H -1.067 0.453 -1.115  N8 1.022
6 H 1.980 0.814 0.446  N9 1.041
7 H -1.889 -3.027 1.004  C3 1.120
8 N -0.135 0.646 -0.742  C1 1.364, H5 1.022, S10 1.669
9 N 1.446 -0.018 0.772  C1 1.215, H6 1.041
10 S 0.640 1.973 -1.392  H4 1.376, N8 1.669

---

b | C3H4N2S in the gas phase. Source: OMol25; level of theory: ωB97M-V with the def2-TZVPD basis set.

## Properties
E_HOMO, eV: -9.31
E_LUMO, Ha: 0.01600
SMILES: C=C(C#N)SN

Bonds (Å) are listed after each position.
Element x y z (Å)
1 C -1.793 0.115 0.017  C3 1.760, N4 1.136
2 C 0.095 1.935 0.090  C3 1.304, H7 1.004, H8 1.082
3 C -0.120 0.650 0.132  C1 1.760, C2 1.304, S6 1.807
4 N -2.863 -0.232 0.175  C1 1.136
5 N -0.127 -1.967 -0.088  S6 1.704, H9 1.021, H10 0.997
6 S 1.035 -0.740 0.124  C3 1.807, N5 1.704
7 H 1.062 2.207 0.076  C2 1.004
8 H -0.800 2.537 0.008  C2 1.082
9 H -0.205 -2.465 0.800  N5 1.021
10 H -0.050 -2.663 -0.798  N5 0.997

---

c | C3H4N2S in the gas phase. Source: OMol25; level of theory: ωB97M-V with the def2-TZVPD basis set.

## Properties
E_HOMO, eV: -8.90
E_LUMO, Ha: -0.01961
SMILES: [H]/N=N\CC=C=S

Bonds (Å) are listed after each position.
Element x y z (Å)
1 C 1.245 -1.191 -0.950  C2 1.306, C3 1.614, H8 1.149
2 C 1.789 -0.774 -2.062  C1 1.306, S6 1.584
3 C 0.027 -0.201 -0.575  C1 1.614, N5 1.473, H7 1.114, H9 1.178
4 N -1.868 -1.508 -0.052  N5 1.212, H10 0.985
5 N -1.182 -0.539 0.195  C3 1.473, N4 1.212
6 S 2.575 -0.209 -3.317  C2 1.584
7 H 0.322 0.794 -0.171  C3 1.114
8 H 1.807 -1.971 -0.320  C1 1.149
9 H -0.507 -0.152 -1.624  C3 1.178
10 H -1.714 -2.148 -0.784  N4 0.985

---

d | C3H4N2S in the gas phase. Source: OMol25; level of theory: ωB97M-V with the def2-TZVPD basis set.

## Properties
E_HOMO, eV: -9.66
E_LUMO, Ha: 0.02327
SMILES: Cc1nncs1

Bonds (Å) are listed after each position.
Element x y z (Å)
1 C -1.031 1.376 -1.238  N4 1.298, S6 1.692, H7 1.021
2 C 0.116 -0.135 0.154  C3 1.476, N5 1.280, S6 1.776
3 C 0.670 -1.271 0.917  C2 1.476, H8 1.054, H9 1.040, H10 1.042
4 N 0.119 1.805 -0.814  C1 1.298, N5 1.290
5 N 0.727 0.973 -0.038  C2 1.280, N4 1.290
6 S -1.534 -0.062 -0.501  C1 1.692, C2 1.776
7 H -1.545 2.113 -1.722  C1 1.021
8 H 0.136 -2.141 0.655  C3 1.054
9 H 1.651 -1.461 0.629  C3 1.040
10 H 0.690 -1.196 1.957  C3 1.042

---

Most stable: d. Least stable: c.

---

a | A gas-phase ion, C5H11NOS (charge -1). Source: OMol25; level of theory: ωB97M-V with the def2-TZVPD basis set.

## Properties
E_HOMO (spin up / spin down), eV: 0.45 / -3.42
E_LUMO (spin up / spin down), Ha: 0.12192 / 0.11615
Charge: -1
Multiplicity: 2

Bonds (Å) are listed after each position.
Element x y z (Å)
1 C 2.194 0.557 -1.473  N2 1.562, H9 1.099, H10 1.070, H11 1.140
2 N 0.795 1.068 -1.004  C1 1.562, C3 1.419, H12 1.002
3 C 0.193 0.004 -0.284  N2 1.419, C4 1.587, C7 1.547, H13 1.117
4 C -0.933 0.751 0.547  C3 1.587, C5 1.462, H14 1.147, H15 1.100
5 C -1.428 -0.194 1.547  C4 1.462, S6 1.902, H16 1.153, H17 1.122
6 S -0.455 -0.074 3.177  C5 1.902, H18 1.345
7 C -0.612 -1.137 -0.948  C3 1.547, O8 1.217, H19 1.176
8 O -0.331 -2.319 -1.027  C7 1.217
9 H 2.921 0.582 -0.648  C1 1.099
10 H 2.186 -0.466 -1.788  C1 1.070
11 H 2.717 1.218 -2.240  C1 1.140
12 H 0.246 1.339 -1.797  N2 1.002
13 H 0.894 -0.604 0.339  C3 1.117
14 H -1.709 1.132 -0.207  C4 1.147
15 H -0.480 1.716 0.820  C4 1.100
16 H -1.655 -1.261 1.173  C5 1.153
17 H -2.509 -0.136 1.844  C5 1.122
18 H -0.441 -1.388 3.463  S6 1.345
19 H -1.593 -0.788 -1.495  C7 1.176

---

b | A gas-phase ion, C5H11NOS (charge -1). Source: OMol25; level of theory: ωB97M-V with the def2-TZVPD basis set.

## Properties
E_HOMO (spin up / spin down), eV: 1.04 / -5.70
E_LUMO (spin up / spin down), Ha: 0.11644 / 0.11505
Charge: -1
Multiplicity: 2

Bonds (Å) are listed after each position.
Element x y z (Å)
1 O -1.670 -1.361 1.002  C2 1.233
2 C -0.882 -1.893 0.216  O1 1.233, N3 1.376, C8 1.502
3 N 0.008 -1.055 -0.415  C2 1.376, C4 1.482, H9 1.012
4 C -0.110 0.415 -0.272  N3 1.482, C5 1.535, C7 1.545, H10 1.083
5 C 1.305 1.008 -0.329  C4 1.535, S6 1.791, H11 1.097, H12 1.083
6 S 1.359 2.554 0.575  C5 1.791, H13 1.383
7 C -1.116 0.907 -1.337  C4 1.545, H14 1.099, H15 1.101, H16 1.096
8 C -0.629 -3.370 0.114  C2 1.502, H17 1.104, H18 1.076, H19 1.094
9 H 0.711 -1.326 -1.090  N3 1.012
10 H -0.542 0.686 0.684  C4 1.083
11 H 2.032 0.243 -0.030  C5 1.097
12 H 1.666 1.191 -1.333  C5 1.083
13 H 1.470 2.143 1.891  S6 1.383
14 H -2.145 0.947 -0.953  C7 1.099
15 H -1.264 0.181 -2.151  C7 1.101
16 H -0.826 1.849 -1.818  C7 1.096
17 H 0.398 -3.514 0.492  C8 1.104
18 H -0.967 -3.673 -0.862  C8 1.076
19 H -1.257 -3.956 0.791  C8 1.094

---

Most stable: b. Least stable: a.